{
  "formula": "C44H47N7O5PW",
  "method": "ωB97M-V/def2-TZVPD",
  "charge": 3,
  "molar_mass_da": 968.7,
  "de_lowest_kcal_mol": 43.6,
  "homo_ev": [-14.02, -14.91],
  "spin_multiplicity": 3,
  "gap_ha": [0.1934, 0.2254],
  "energy_ev": -78145.2728,
  "elements": ["W", "C", "C", "C", "C", "C", "N", "C", "C", "C", "N", "C", "C", "C", "C", "C", "C", "C", "C", "N", "C", "C", "C", "N", "C", "C", "C", "C", "O", "C", "O", "H", "H", "H", "H", "H", "H", "H", "H", "H", "H", "H", "H", "H", "H", "H", "H", "H", "H", "H", "H", "H", "H", "H", "H", "H", "H", "H", "H", "O", "N", "C", "C", "C", "C", "C", "C", "C", "P", "C", "C", "C", "C", "C", "C", "C", "C", "C", "C", "C", "C", "H", "H", "H", "H", "H", "H", "H", "H", "H", "H", "H", "H", "H", "H", "H", "H", "N", "N", "C", "O", "O", "H", "H", "H"],
  "xyz": [[0.344, 0.239, -0.400], [0.981, -5.901, 2.442], [0.925, -4.460, 2.016], [1.573, -3.548, 2.869], [2.085, -2.222, 2.697], [2.969, -1.749, 3.653], [3.906, -0.794, 3.542], [4.741, -0.589, 2.375], [4.855, 0.887, 1.977], [5.986, 1.117, 0.957], [5.745, 0.277, -0.195], [4.843, 0.519, -1.099], [4.226, 1.794, -1.380], [4.923, 2.944, -1.765], [4.255, 4.068, -2.253], [5.027, 5.257, -2.717], [2.870, 4.043, -2.365], [2.125, 2.927, -1.949], [0.768, 2.702, -2.304], [0.084, 1.602, -2.010], [-0.989, 1.280, -2.948], [-0.606, -0.016, -3.674], [-0.563, -1.346, -2.874], [-0.669, -1.299, -1.393], [-0.576, -2.576, -0.895], [-0.177, -2.962, 0.370], [0.261, -4.230, 0.803], [1.622, -1.474, 1.471], [1.470, -0.145, 1.406], [2.814, 1.821, -1.383], [2.148, 0.835, -0.848], [1.410, -6.018, 3.432], [1.590, -6.475, 1.747], [-0.015, -6.337, 2.439], [1.946, -4.005, 3.775], [2.927, -2.235, 4.625], [4.365, -0.543, 4.408], [4.334, -1.187, 1.560], [5.740, -0.979, 2.610], [5.063, 1.487, 2.863], [3.904, 1.213, 1.548], [6.956, 0.859, 1.383], [5.996, 2.167, 0.662], [6.136, -0.659, -0.153], [4.504, -0.320, -1.700], [6.003, 2.930, -1.765], [6.077, 5.020, -2.850], [4.952, 6.063, -1.990], [4.628, 5.624, -3.659], [2.356, 4.883, -2.806], [0.327, 3.410, -3.008], [-1.094, 2.067, -3.707], [-1.950, 1.191, -2.437], [0.382, 0.153, -4.118], [-1.314, -0.136, -4.496], [0.393, -1.835, -3.108], [-1.353, -2.008, -3.247], [-0.702, -3.396, -1.595], [0.060, -5.076, 0.171], [0.913, 2.398, 0.766], [-0.405, 1.833, 0.729], [-1.267, 2.516, 1.494], [-2.668, 2.363, 1.652], [-3.299, 3.214, 2.595], [-4.641, 3.113, 2.876], [-5.423, 2.158, 2.231], [-4.842, 1.341, 1.278], [-3.487, 1.431, 0.968], [-2.830, 0.309, -0.318], [-4.003, 0.632, -1.713], [-4.887, 1.709, -1.727], [-5.720, 1.914, -2.815], [-5.658, 1.081, -3.919], [-4.748, 0.036, -3.935], [-3.929, -0.187, -2.844], [-3.503, -1.272, 0.403], [-3.796, -2.386, -0.374], [-4.202, -3.573, 0.217], [-4.317, -3.672, 1.594], [-4.025, -2.572, 2.385], [-3.610, -1.387, 1.801], [1.036, 2.885, 1.610], [-0.835, 3.321, 2.089], [-2.703, 3.959, 3.102], [-5.088, 3.772, 3.602], [-6.470, 2.057, 2.466], [-5.445, 0.604, 0.767], [-4.940, 2.392, -0.895], [-6.418, 2.736, -2.796], [-6.306, 1.250, -4.764], [-4.672, -0.605, -4.800], [-3.216, -0.995, -2.877], [-3.746, -2.330, -1.448], [-4.440, -4.423, -0.403], [-4.649, -4.590, 2.049], [-4.136, -2.623, 3.457], [-3.472, -0.521, 2.438], [-0.790, -0.869, 1.429], [0.048, -2.006, 1.427], [2.325, -1.899, 0.126], [3.384, -2.472, 0.134], [1.686, -1.405, -0.862], [-0.592, -0.333, 2.290], [-1.792, -1.194, 1.498], [-0.004, -2.573, 2.306]]
}

{
  "formula": "C23H12Cl3INORhS",
  "method": "ωB97M-V/def2-TZVPD",
  "molar_mass_da": 686.6,
  "de_lowest_kcal_mol": 9.4,
  "homo_ev": [-5.88, -7.99],
  "spin_multiplicity": 5,
  "gap_ha": [0.2111, 0.2067],
  "energy_ev": -87090.8851,
  "elements": ["Rh", "Cl", "C", "C", "C", "C", "C", "Cl", "C", "S", "H", "H", "H", "Cl", "C", "C", "C", "I", "C", "O", "C", "N", "C", "C", "C", "C", "H", "H", "H", "H", "C", "C", "C", "C", "C", "C", "C", "C", "H", "H", "H", "H", "H"],
  "xyz": [[0.561, -0.245, 0.269], [-0.942, -1.932, 1.122], [-1.989, -1.003, 2.176], [-3.094, -1.659, 2.681], [-3.945, -0.974, 3.531], [-3.680, 0.345, 3.862], [-2.567, 0.977, 3.340], [-2.277, 2.626, 3.772], [-1.678, 0.326, 2.470], [-0.298, 1.176, 1.809], [-3.281, -2.689, 2.410], [-4.817, -1.469, 3.936], [-4.335, 0.895, 4.522], [7.346, 0.098, 1.339], [5.747, 0.308, 0.753], [5.559, 1.220, -0.309], [4.313, 1.438, -0.805], [3.961, 2.764, -2.347], [3.174, 0.744, -0.228], [1.988, 0.989, -0.628], [3.399, -0.210, 0.805], [2.303, -0.891, 1.237], [2.457, -1.782, 2.273], [3.663, -2.028, 2.845], [4.826, -1.363, 2.379], [4.690, -0.440, 1.341], [6.421, 1.735, -0.707], [1.555, -2.281, 2.600], [3.729, -2.742, 3.653], [5.792, -1.558, 2.818], [-0.708, 0.057, -1.188], [-1.455, 0.224, -2.129], [-2.326, 0.429, -3.242], [-3.172, -0.592, -3.684], [-4.009, -0.386, -4.767], [-4.019, 0.839, -5.420], [-3.184, 1.860, -4.985], [-2.341, 1.660, -3.906], [-3.162, -1.544, -3.170], [-4.658, -1.184, -5.103], [-4.675, 0.998, -6.266], [-3.188, 2.816, -5.492], [-1.685, 2.449, -3.564]]
}

{
  "formula": "C10H14ClN2",
  "method": "ωB97M-V/def2-TZVPD",
  "smiles": "Cl[C@@]1(c2ccccc2)C[NH2+]CCN1",
  "charge": 1,
  "molar_mass_da": 197.7,
  "de_lowest_kcal_mol": 0.0,
  "homo_ev": -12.86,
  "gap_ha": 0.3523,
  "energy_ev": -26091.4502,
  "elements": ["Cl", "C", "C", "C", "C", "C", "C", "C", "C", "N", "C", "C", "N", "H", "H", "H", "H", "H", "H", "H", "H", "H", "H", "H", "H", "H", "H"],
  "xyz": [[-2.102, 1.435, -1.712], [-0.587, 0.960, -0.694], [-0.913, -0.404, -0.024], [-0.292, -1.636, -0.366], [-0.516, -2.789, 0.350], [-1.373, -2.909, 1.458], [-2.035, -1.775, 1.669], [-1.844, -0.592, 0.983], [0.447, 0.804, -1.844], [1.718, 0.533, -1.123], [2.063, 1.704, -0.279], [0.930, 1.787, 0.899], [-0.301, 2.041, 0.148], [0.487, -1.831, -1.102], [0.015, -3.576, -0.137], [-1.362, -3.801, 2.085], [-2.776, -1.719, 2.335], [-2.507, 0.100, 1.349], [0.175, -0.034, -2.555], [0.416, 1.786, -2.353], [2.524, 0.256, -1.738], [1.498, -0.104, -0.315], [2.059, 2.585, -0.937], [3.034, 1.543, 0.217], [1.086, 0.811, 1.355], [1.091, 2.651, 1.500], [-0.931, 2.173, 0.831]]
}

{
  "formula": "C6H8N2",
  "method": "ωB97M-V/def2-TZVPD",
  "smiles": "C=C=NN1C(C)=C1C",
  "molar_mass_da": 108.1,
  "de_lowest_kcal_mol": 140.8,
  "homo_ev": -8.27,
  "gap_ha": 0.3335,
  "energy_ev": -9325.6034,
  "elements": ["C", "C", "N", "N", "C", "C", "C", "C", "H", "H", "H", "H", "H", "H", "H", "H"],
  "xyz": [[1.923, 0.834, -1.607], [1.754, 0.164, -0.444], [1.765, -0.448, 0.622], [0.597, -1.177, 1.093], [-0.505, -0.189, 1.187], [-1.140, 0.888, 2.022], [-0.464, -0.944, 0.130], [-0.930, -1.094, -1.189], [2.376, 0.243, -2.393], [1.604, 1.887, -1.732], [-1.162, 0.643, 3.130], [-2.214, 0.996, 1.570], [-0.407, 1.656, 2.136], [-0.631, -2.099, -1.535], [-0.565, -0.365, -1.803], [-2.001, -0.995, -1.189]]
}

{
  "formula": "C5H5FOS",
  "method": "ωB97M-V/def2-TZVPD",
  "smiles": "C=C/C(=C/F)OC=S",
  "molar_mass_da": 132.2,
  "de_lowest_kcal_mol": 98.5,
  "homo_ev": -8.86,
  "gap_ha": 0.3225,
  "energy_ev": -20861.6758,
  "elements": ["C", "C", "C", "C", "F", "O", "C", "S", "H", "H", "H", "H", "H"],
  "xyz": [[-1.821, -1.005, -1.259], [-1.434, -0.205, -0.086], [-0.018, 0.023, 0.169], [0.865, -1.056, 0.222], [2.191, -1.117, 0.186], [0.389, 1.350, 0.129], [1.492, 1.750, 1.010], [2.146, 3.182, 1.013], [-0.939, -1.470, -1.889], [-2.999, -0.842, -1.796], [-2.157, 0.592, 0.283], [0.434, -1.992, 0.377], [1.851, 0.791, 1.640]]
}

{
  "formula": "C18H21CdN5",
  "method": "ωB97M-V/def2-TZVPD",
  "molar_mass_da": 419.8,
  "homo_ev": -7.51,
  "gap_ha": 0.2586,
  "energy_ev": -31018.2693,
  "elements": ["Cd", "C", "C", "C", "C", "C", "H", "H", "H", "H", "H", "C", "C", "C", "C", "C", "C", "C", "C", "N", "H", "H", "H", "H", "H", "H", "C", "C", "C", "C", "N", "C", "N", "N", "N", "H", "H", "H", "H", "H", "H", "H", "H", "H", "H"],
  "xyz": [[-1.793, 0.457, 1.670], [-3.799, -1.804, 3.049], [-2.738, -1.443, 3.890], [-2.644, -0.056, 3.914], [-3.709, 0.459, 3.063], [-4.403, -0.649, 2.563], [-4.151, -2.808, 2.876], [-2.150, -2.128, 4.479], [-2.078, 0.540, 4.621], [-4.063, 1.484, 3.061], [-5.263, -0.610, 1.912], [-2.098, -0.723, -0.212], [-1.861, -0.006, -1.452], [-2.912, 0.601, -2.161], [-2.688, 1.299, -3.325], [-1.388, 1.414, -3.832], [-0.330, 0.794, -3.156], [-0.570, 0.097, -1.997], [-1.132, 2.127, -5.020], [-0.912, 2.710, -5.985], [-1.402, -1.546, -0.058], [-3.129, -1.058, -0.105], [-3.922, 0.492, -1.790], [-3.513, 1.735, -3.873], [0.666, 0.845, -3.575], [0.247, -0.405, -1.494], [3.247, 0.041, -1.620], [4.291, 0.007, -0.506], [4.463, 1.392, 0.112], [3.907, -1.021, 0.573], [2.646, -0.714, 1.183], [1.451, -1.310, 1.017], [0.567, -0.676, 1.748], [1.229, 0.313, 2.348], [2.455, 0.294, 2.029], [3.621, 0.607, -2.469], [2.338, 0.529, -1.272], [3.001, -0.964, -1.962], [5.246, -0.329, -0.923], [3.522, 1.735, 0.540], [4.775, 2.109, -0.644], [5.207, 1.373, 0.905], [4.671, -1.028, 1.353], [3.830, -2.017, 0.132], [1.270, -2.158, 0.393]]
}